Here is a cluster of 2 separate species, CHClFNO2 in total in a non-equilibrium geometry from the Open Molecules 2025 dataset. Energies are from ωB97M-V with the def2-TZVPD basis set.

Its total energy is -803.79729 Eh. For the LUMO energy (alpha / beta), the calculation gives 0.01 / -1.95 eV. The frontier orbital gap (alpha / beta) is 10.75 / 6.48 eV. The energy relative to the best compared isomer or geometry (same formula, charge and spin) is 54.9 kcal per mole. The calculation puts the HOMO energy (alpha / beta) at -10.74 / -8.43 eV.

Last column: Löwdin charge in e.
CARTESIAN COORDINATES (ANGSTROEM)
Cl: -1.739 -1.450 0.540  0.72
N: 1.460 0.191 0.165  -0.22
O: 1.979 -0.877 0.168  0.11
O: 1.891 1.303 0.236  0.09
C: -1.385 0.040 -0.084  -0.68
H: -0.888 0.797 0.370  0.02
F: -1.318 -0.005 -1.394  -0.03